[1]
Entry from OMol25: a 2-piece molecular cluster, C15H5Cl2N4O6 overall at a distorted geometry (wB97M-V/def2-TZVPD).

Positions of all 32 atoms, in Å:
N (-1.82, -4.14, 2.53)
C (-0.82, -3.55, 2.51)
C (0.38, -2.84, 2.49)
C (0.38, -1.48, 2.36)
C (-0.80, -0.77, 2.19)
N (-1.78, -0.18, 2.02)
C (1.64, -0.74, 2.36)
O (1.66, 0.48, 2.26)
C (2.87, -1.48, 2.47)
Cl (4.34, -0.60, 2.47)
C (2.87, -2.84, 2.59)
Cl (4.34, -3.72, 2.67)
C (1.64, -3.58, 2.62)
O (1.66, -4.79, 2.76)
C (-0.86, -0.65, -1.53)
N (0.23, -1.44, -1.94)
O (0.20, -2.66, -1.68)
O (1.18, -0.92, -2.54)
C (-0.97, 0.72, -1.72)
C (-0.04, 1.47, -2.48)
C (-0.20, 2.82, -2.63)
C (-1.26, 3.48, -2.02)
N (-1.45, 4.90, -2.24)
O (-2.50, 5.43, -1.85)
O (-0.56, 5.53, -2.82)
C (-2.18, 2.76, -1.26)
C (-2.05, 1.41, -1.12)
H (-1.65, -1.16, -1.00)
H (0.79, 0.97, -2.93)
H (0.51, 3.41, -3.20)
H (-2.99, 3.30, -0.80)
H (-2.76, 0.86, -0.53)

## Properties
Gap between HOMO and LUMO ... 0.1045 Ha
HOMO ... -0.146 Ha
Strongest force on any atom ... 3.38 eV Å⁻¹
Net charge ... -1
Calculated total energy ... -2165.28760 a.u.

Atomic partial charges in e from the Löwdin method, atoms 1 to 2:
1 N 0.223
2 C -0.143

[2]
Entry from OMol25: a 9-piece molecular cluster, C76H163N9O9 overall at a distorted geometry (wB97M-V/def2-TZVPD).

Positions of all 257 atoms, in Å:
C (0.76, -1.11, 9.80)
C (1.02, -0.33, 8.53)
C (1.57, 1.08, 8.83)
C (2.07, -1.04, 7.69)
C (2.14, -0.64, 6.26)
C (0.76, -0.70, 5.63)
C (-0.28, 0.11, 6.38)
C (0.07, 1.66, 6.33)
C (-1.68, -0.20, 5.79)
N (-0.30, -0.37, 7.77)
O (-1.21, 0.45, 8.50)
H (0.12, -0.62, 10.57)
H (0.16, -2.03, 9.42)
H (1.62, -1.38, 10.34)
H (2.32, 1.47, 8.18)
H (0.86, 1.88, 9.11)
H (2.18, 1.00, 9.74)
H (3.00, -0.82, 8.22)
H (1.89, -2.13, 7.79)
H (2.58, 0.37, 6.20)
H (2.77, -1.34, 5.72)
H (0.46, -1.75, 5.68)
H (0.73, -0.32, 4.63)
H (1.12, 1.73, 6.56)
H (-0.60, 2.17, 7.03)
H (-0.06, 1.98, 5.31)
H (-2.38, 0.50, 6.20)
H (-1.82, -1.25, 6.05)
H (-1.69, -0.05, 4.72)
H (-1.88, -0.14, 8.82)
C (7.33, -0.83, 0.83)
C (6.13, 0.21, 0.76)
C (5.70, 0.15, -0.76)
C (4.98, -0.33, 1.72)
C (5.32, -0.19, 3.16)
C (5.69, 1.22, 3.55)
C (6.74, 1.81, 2.66)
C (6.76, 3.37, 2.72)
C (8.09, 1.38, 3.04)
N (6.38, 1.57, 1.15)
O (7.61, 1.89, 0.43)
H (7.72, -1.06, 1.88)
H (7.05, -1.79, 0.36)
H (8.21, -0.51, 0.23)
H (5.42, -0.86, -1.02)
H (4.89, 0.85, -0.99)
H (6.54, 0.37, -1.40)
H (4.09, 0.21, 1.43)
H (4.77, -1.41, 1.46)
H (4.36, -0.59, 3.64)
H (6.15, -0.94, 3.38)
H (6.16, 1.25, 4.52)
H (4.76, 1.79, 3.57)
H (6.54, 3.78, 3.65)
H (6.02, 3.70, 1.98)
H (7.76, 3.62, 2.42)
H (8.30, 2.02, 3.88)
H (8.72, 1.51, 2.20)
H (8.00, 0.37, 3.41)
H (7.20, 2.35, -0.36)
C (3.56, 5.39, 2.69)
C (2.28, 4.60, 2.30)
C (1.70, 3.86, 3.59)
C (1.23, 5.62, 1.87)
C (1.59, 6.16, 0.50)
C (1.55, 4.99, -0.53)
C (2.57, 3.91, -0.15)
C (2.30, 2.61, -0.98)
C (3.97, 4.50, -0.40)
N (2.36, 3.55, 1.25)
O (3.20, 2.51, 1.64)
H (3.88, 5.92, 1.77)
H (3.24, 5.94, 3.58)
H (4.32, 4.64, 3.05)
H (1.40, 4.48, 4.47)
H (0.74, 3.44, 3.29)
H (2.37, 3.05, 3.89)
H (0.28, 5.17, 1.80)
H (1.12, 6.48, 2.62)
H (0.93, 6.96, 0.16)
H (2.59, 6.64, 0.43)
H (1.94, 5.31, -1.53)
H (0.55, 4.54, -0.66)
H (2.49, 2.86, -2.01)
H (1.30, 2.15, -0.80)
H (2.99, 1.87, -0.68)
H (4.08, 5.52, -0.02)
H (4.31, 4.58, -1.45)
H (4.72, 3.85, 0.06)
H (4.12, 2.63, 1.47)
C (-0.66, -1.16, 1.91)
C (-0.31, -0.41, 0.62)
C (1.20, -0.62, 0.40)
C (-1.11, -0.92, -0.57)
C (-2.55, -0.30, -0.68)
C (-2.64, 1.23, -0.48)
C (-1.81, 1.70, 0.75)
C (-1.70, 3.23, 0.70)
C (-2.65, 1.34, 1.98)
N (-0.46, 1.10, 0.63)
O (0.25, 1.54, 1.80)
H (-0.35, -0.57, 2.78)
H (-1.74, -1.41, 2.07)
H (-0.23, -2.13, 1.96)
H (1.57, 0.05, -0.36)
H (1.76, -0.30, 1.30)
H (1.51, -1.63, 0.21)
H (-0.59, -0.61, -1.48)
H (-1.18, -2.07, -0.52)
H (-3.02, -0.57, -1.65)
H (-3.35, -0.66, 0.00)
H (-3.65, 1.59, -0.37)
H (-2.28, 1.73, -1.38)
H (-2.69, 3.78, 0.78)
H (-1.20, 3.56, -0.21)
H (-1.13, 3.49, 1.55)
H (-2.86, 0.29, 1.92)
H (-3.58, 1.89, 2.10)
H (-2.00, 1.41, 2.87)
H (0.94, 2.09, 1.38)
C (-5.73, 3.60, 1.63)
C (-7.23, 3.67, 1.73)
C (-7.65, 4.84, 2.61)
C (-7.92, 3.83, 0.38)
C (-7.76, 2.57, -0.50)
C (-8.42, 1.39, 0.21)
C (-7.85, 1.14, 1.65)
C (-8.84, 0.27, 2.48)
C (-6.47, 0.49, 1.58)
N (-7.83, 2.46, 2.35)
O (-7.22, 2.25, 3.59)
H (-5.43, 2.87, 0.95)
H (-5.32, 4.53, 1.18)
H (-5.42, 3.46, 2.66)
H (-7.33, 5.81, 2.16)
H (-8.73, 4.86, 2.66)
H (-7.27, 4.72, 3.60)
H (-8.96, 4.13, 0.58)
H (-7.47, 4.74, -0.07)
H (-8.25, 2.72, -1.47)
H (-6.64, 2.31, -0.63)
H (-8.13, 0.47, -0.41)
H (-9.52, 1.48, 0.25)
H (-9.18, -0.60, 1.92)
H (-9.73, 0.83, 2.73)
H (-8.34, -0.06, 3.36)
H (-6.02, 0.40, 2.56)
H (-5.73, 1.04, 1.10)
H (-6.55, -0.48, 1.07)
H (-7.84, 2.57, 4.22)
C (1.18, 0.53, -3.75)
C (1.58, -0.72, -4.53)
C (3.10, -0.80, -4.55)
C (1.14, -2.01, -3.72)
C (1.20, -3.31, -4.62)
C (0.42, -3.04, -5.90)
C (1.01, -1.83, -6.74)
C (2.37, -2.18, -7.41)
C (0.21, -1.54, -8.01)
N (0.91, -0.66, -5.78)
O (1.35, 0.54, -6.50)
H (1.60, 1.36, -4.26)
H (0.08, 0.51, -3.77)
H (1.43, 0.42, -2.68)
H (3.46, -0.59, -3.55)
H (3.42, -1.83, -4.86)
H (3.53, -0.10, -5.25)
H (1.79, -2.02, -2.85)
H (0.17, -1.77, -3.36)
H (2.22, -3.65, -4.89)
H (0.78, -4.13, -4.03)
H (-0.54, -2.67, -5.53)
H (0.15, -3.88, -6.56)
H (2.08, -3.03, -8.07)
H (3.12, -2.64, -6.73)
H (2.87, -1.36, -7.97)
H (-0.90, -1.26, -7.86)
H (0.14, -2.52, -8.51)
H (0.63, -0.87, -8.80)
H (0.59, 1.14, -6.56)
C (1.76, -6.88, 1.17)
C (2.49, -6.65, -0.21)
C (2.56, -8.07, -0.89)
C (1.65, -5.70, -1.08)
C (1.65, -4.26, -0.61)
C (3.11, -3.80, -0.59)
C (4.08, -4.72, 0.22)
C (5.52, -4.34, -0.14)
C (3.94, -4.54, 1.69)
N (3.85, -6.09, -0.25)
O (4.69, -7.00, 0.38)
H (2.64, -7.14, 1.82)
H (1.16, -6.06, 1.69)
H (1.14, -7.81, 1.08)
H (3.18, -8.74, -0.25)
H (1.53, -8.36, -0.95)
H (3.05, -7.98, -1.91)
H (2.15, -5.76, -2.08)
H (0.62, -6.02, -1.18)
H (1.04, -3.66, -1.30)
H (1.22, -4.18, 0.39)
H (3.15, -2.77, -0.27)
H (3.42, -3.81, -1.63)
H (5.79, -3.35, 0.13)
H (5.61, -4.51, -1.24)
H (6.29, -5.02, 0.21)
H (2.95, -4.49, 2.14)
H (4.40, -3.56, 1.87)
H (4.51, -5.22, 2.31)
H (4.44, -7.00, 1.31)
C (-5.07, 3.34, -6.54)
C (-3.95, 2.41, -6.99)
C (-3.94, 2.30, -8.49)
C (-2.51, 2.92, -6.59)
C (-2.34, 2.85, -5.10)
C (-2.47, 1.41, -4.61)
C (-3.85, 0.87, -4.96)
C (-3.81, -0.61, -4.69)
C (-5.01, 1.33, -4.04)
N (-4.09, 1.04, -6.40)
O (-5.31, 0.50, -6.78)
H (-5.90, 2.67, -6.34)
H (-4.85, 3.82, -5.59)
H (-5.24, 4.08, -7.30)
H (-4.86, 2.11, -8.95)
H (-3.70, 3.30, -8.90)
H (-3.21, 1.52, -8.74)
H (-1.73, 2.44, -7.17)
H (-2.52, 3.92, -6.99)
H (-1.39, 3.28, -4.74)
H (-3.14, 3.39, -4.65)
H (-2.27, 1.33, -3.54)
H (-1.71, 0.77, -5.04)
H (-3.13, -1.22, -5.35)
H (-4.75, -1.07, -4.70)
H (-3.44, -0.77, -3.69)
H (-4.92, 0.65, -3.17)
H (-5.87, 1.06, -4.64)
H (-4.96, 2.36, -3.69)
H (-5.06, -0.38, -7.03)
C (-1.50, -5.57, 0.52)
O (-1.76, -4.59, -0.48)
C (-2.91, -4.82, -1.26)
C (-2.70, -5.29, -2.73)
C (-1.77, -4.31, -3.47)
N (-4.04, -5.57, -3.29)
H (-1.06, -6.49, 0.13)
H (-2.39, -5.73, 1.13)
H (-0.75, -5.09, 1.13)
H (-3.52, -5.63, -0.82)
H (-3.38, -3.87, -1.38)
H (-2.13, -6.25, -2.66)
H (-2.32, -3.38, -3.46)
H (-1.85, -4.53, -4.58)
H (-0.70, -4.36, -3.16)
H (-4.15, -5.39, -4.27)
H (-4.78, -5.13, -2.79)

## Properties
Gap between HOMO and LUMO ... 0.3275 Ha
HOMO ... -0.310 Ha
Strongest force on any atom ... 3.19 eV Å⁻¹
Net charge ... 0
Calculated total energy ... -4163.02446 a.u.

Atomic partial charges in e from the Löwdin method, atoms 1 to 2:
1 C -0.053
2 C -0.511